# 1
Density functional theory data (ωB97M-V/def2-TZVPD) for C15H16N2OS in the gas phase.

Cartesian coordinates (Å):
C (1.9767, -0.9029, -2.7159)
O (3.0090, -0.9558, -1.7613)
C (2.7003, -1.2818, -0.4780)
C (3.7681, -1.3009, 0.4211)
C (3.5506, -1.6434, 1.7394)
C (2.2775, -1.9399, 2.1925)
C (1.2027, -1.8971, 1.3095)
N (-0.0690, -2.2127, 1.7903)
C (-1.2919, -1.7479, 1.4070)
S (-2.6445, -2.4573, 2.0414)
N (-1.3450, -0.7203, 0.5414)
C (-2.5913, -0.0961, 0.1366)
C (-2.3376, 1.3481, -0.1872)
C (-2.5433, 2.3353, 0.7672)
C (-2.2636, 3.6593, 0.4767)
C (-1.7690, 4.0078, -0.7687)
C (-1.5562, 3.0286, -1.7244)
C (-1.8383, 1.7057, -1.4340)
C (1.4207, -1.5906, -0.0345)
H (2.4553, -0.6140, -3.6501)
H (1.2224, -0.1540, -2.4507)
H (1.4952, -1.8775, -2.8449)
H (4.7528, -1.0598, 0.0562)
H (4.3818, -1.6742, 2.4271)
H (2.1096, -2.2022, 3.2259)
H (-0.1074, -2.8432, 2.5800)
H (-0.4983, -0.1980, 0.3652)
H (-2.9886, -0.6256, -0.7386)
H (-3.3132, -0.2045, 0.9524)
H (-2.9286, 2.0634, 1.7390)
H (-2.4321, 4.4205, 1.2238)
H (-1.5515, 5.0409, -0.9954)
H (-1.1724, 3.2964, -2.6979)
H (-1.6788, 0.9423, -2.1831)
H (0.5979, -1.6486, -0.7279)

The SMILES is COc1cccc(NC(=S)NCc2ccccc2)c1. The calculation puts the HOMO-LUMO gap at 8.69 eV. As for the net charge: 0. The value obtained for the energy above the lowest of the compared OMol25 structures with the same formula, charge and spin is 45.95 kJ/mol.



# 2
Density functional theory data (ωB97M-V/def2-TZVPD) for a gas-phase ion, C28H41N4 (charge +1) in a non-equilibrium geometry.

Cartesian coordinates (Å):
C (-2.7390, 3.4646, -0.0777)
N (-2.3797, 2.9816, 1.2489)
C (-3.4907, 3.2258, 2.1676)
C (-1.0713, 3.3971, 1.7477)
C (-0.2755, 2.3129, 2.5152)
C (1.0605, 2.7523, 3.0888)
C (1.9421, 1.4951, 3.2142)
C (1.1537, 0.3389, 2.6210)
N (0.0914, 1.0293, 1.7349)
C (0.3290, 1.1639, 0.2784)
C (1.6448, 0.5803, -0.2343)
C (1.6598, -0.4307, -1.2033)
C (2.8241, -1.1161, -1.5255)
C (4.0589, -0.7665, -0.9287)
N (5.1859, -1.4956, -1.1950)
C (6.4077, -1.4178, -0.4097)
C (7.2835, -2.5937, -0.8850)
C (6.6224, -3.1422, -2.1543)
C (5.1974, -2.5651, -2.1728)
C (4.0648, 0.3767, -0.0812)
C (2.8912, 1.0742, 0.1996)
C (-0.8440, 0.4251, -0.3585)
C (-1.6037, 0.8622, -1.4398)
C (-2.7705, 0.1794, -1.7730)
C (-3.1261, -1.0069, -1.0924)
N (-4.3286, -1.6174, -1.2885)
C (-4.7445, -2.7818, -0.5333)
C (-6.1891, -3.0653, -0.9750)
C (-6.4753, -2.1273, -2.1565)
C (-5.3224, -1.1116, -2.2036)
C (-2.2064, -1.5654, -0.1791)
C (-1.0824, -0.8495, 0.1883)
H (-1.9092, 3.3495, -0.7829)
H (-3.5844, 2.8690, -0.4521)
H (-3.0571, 4.5234, -0.0809)
H (-3.2381, 2.9233, 3.1891)
H (-3.7922, 4.2913, 2.1885)
H (-4.3672, 2.6542, 1.8345)
H (-0.4633, 3.8288, 0.9332)
H (-1.2316, 4.1965, 2.5027)
H (-0.9287, 1.9503, 3.3277)
H (1.5079, 3.5080, 2.4290)
H (0.8982, 3.2224, 4.0687)
H (2.8874, 1.5879, 2.6788)
H (2.1937, 1.2807, 4.2566)
H (1.7127, -0.4062, 2.0440)
H (0.5926, -0.1896, 3.4041)
H (-0.7544, 0.4403, 1.8274)
H (0.3369, 2.2418, 0.0703)
H (0.7411, -0.7221, -1.7075)
H (2.7754, -1.9125, -2.2645)
H (6.9300, -0.4589, -0.5682)
H (6.2057, -1.4881, 0.6720)
H (8.3114, -2.2752, -1.0639)
H (7.3024, -3.3639, -0.1079)
H (7.1577, -2.8023, -3.0465)
H (6.5920, -4.2338, -2.1764)
H (4.4638, -3.3455, -1.9085)
H (4.9263, -2.2082, -3.1788)
H (5.0179, 0.7315, 0.3153)
H (2.9253, 2.0147, 0.7568)
H (-1.2874, 1.7221, -2.0368)
H (-3.4297, 0.5620, -2.5488)
H (-4.6913, -2.6075, 0.5544)
H (-4.0906, -3.6450, -0.7458)
H (-6.8656, -2.8544, -0.1421)
H (-6.3049, -4.1164, -1.2459)
H (-6.4878, -2.6886, -3.0946)
H (-7.4306, -1.6115, -2.0483)
H (-4.9093, -1.0098, -3.2191)
H (-5.6672, -0.1074, -1.9003)
H (-2.3868, -2.5472, 0.2501)
H (-0.3688, -1.3103, 0.8789)

The SMILES is CN(C)C[C@@H]1CCC[N@@H+]1C(c1ccc(N2CCCC2)cc1)c1ccc(N2CCCC2)cc1. The calculation puts the HOMO-LUMO gap at 7.91 eV. As for the net charge: +1. The value obtained for the energy above the lowest of the compared OMol25 structures with the same formula, charge and spin is 0.00 kJ/mol.



# 3
Density functional theory data (ωB97M-V/def2-TZVPD) for C24H29N3O8S in the gas phase in a non-equilibrium geometry.

Cartesian coordinates (Å):
O (3.4294, 0.0349, 3.0342)
C (3.1760, 0.2045, 1.8523)
C (2.0694, 1.1391, 1.4591)
C (2.0354, 2.3576, 2.0488)
N (1.0303, 3.2442, 1.8542)
C (-0.0449, 2.9425, 1.0635)
C (-1.0714, 3.8758, 0.8694)
C (-2.1434, 3.5589, 0.0671)
C (-2.2014, 2.3132, -0.5466)
S (-3.5866, 1.9116, -1.6104)
O (-4.5610, 2.9629, -1.4950)
O (-3.0959, 1.5867, -2.9159)
N (-4.1077, 0.4958, -0.8860)
C (-4.8314, 0.7259, 0.3429)
C (-4.9198, -0.5772, 1.1296)
C (-5.5977, -1.6601, 0.2739)
C (-4.8419, -1.8056, -1.0564)
C (-4.7690, -0.4535, -1.7565)
O (-6.9505, -1.3306, 0.0048)
C (-7.7742, -2.1739, 0.7771)
C (-6.9021, -3.4158, 0.9675)
O (-5.5985, -2.8784, 1.0003)
C (-1.2075, 1.3839, -0.3652)
C (-0.1101, 1.6807, 0.4463)
C (0.9549, 0.6725, 0.6352)
O (0.8844, -0.4419, 0.1440)
N (3.8304, -0.4306, 0.8626)
C (3.7960, -0.0892, -0.5367)
C (5.1469, 0.4864, -0.9685)
C (6.2820, -0.5003, -0.6550)
C (6.2346, -0.8814, 0.8324)
C (4.8460, -1.4061, 1.1913)
O (7.5473, 0.0798, -0.9418)
C (8.1036, -0.5850, -2.0547)
C (7.4110, -1.9486, -2.0190)
O (6.1445, -1.6398, -1.4858)
H (2.8332, 2.6700, 2.7073)
H (1.0564, 4.1446, 2.3109)
H (-1.0107, 4.8403, 1.3520)
H (-2.9510, 4.2527, -0.1049)
H (-4.2879, 1.4843, 0.9105)
H (-5.8426, 1.1006, 0.1320)
H (-3.9246, -0.9328, 1.3936)
H (-5.4968, -0.4264, 2.0424)
H (-3.8420, -2.1782, -0.8373)
H (-5.3629, -2.5240, -1.6895)
H (-4.1808, -0.5100, -2.6725)
H (-5.7870, -0.1177, -1.9990)
H (-8.0082, -1.7053, 1.7429)
H (-8.6939, -2.3585, 0.2225)
H (-7.0111, -4.1079, 0.1218)
H (-7.0807, -3.9432, 1.9042)
H (-1.2600, 0.4201, -0.8459)
H (3.0106, 0.6386, -0.7325)
H (3.5882, -0.9952, -1.1139)
H (5.3564, 1.4154, -0.4363)
H (5.1360, 0.6884, -2.0397)
H (6.4749, 0.0054, 1.4188)
H (6.9868, -1.6447, 1.0329)
H (4.7786, -1.6122, 2.2605)
H (4.6452, -2.3189, 0.6219)
H (7.8643, -0.0447, -2.9806)
H (9.1843, -0.6346, -1.9233)
H (7.9485, -2.6452, -1.3612)
H (7.2699, -2.3997, -3.0006)

The SMILES is O=C(c1c[nH]c2ccc(S(=O)(=O)N3CCC4(CC3)OCCO4)cc2c1=O)N1CCC2(CC1)OCCO2. The calculation puts the HOMO-LUMO gap at 8.73 eV. As for the net charge: 0. The value obtained for the energy above the lowest of the compared OMol25 structures with the same formula, charge and spin is 0.00 kJ/mol.



# 4
Density functional theory data (ωB97M-V/def2-TZVPD) for a molecular structure, C41H80IN5O8S in a non-equilibrium geometry.

Cartesian coordinates (Å):
C (1.2781, -2.4812, -1.9158)
C (0.0174, -1.6801, -2.0722)
N (-0.2096, -0.9862, -3.0933)
C (-0.9443, -1.7083, -0.9217)
C (-2.3953, -1.9280, -1.2767)
O (-2.8077, -3.3048, -1.2848)
S (-3.8270, -3.4811, -2.5238)
O (-3.0574, -3.8886, -3.6122)
O (-4.9310, -4.2196, -2.1429)
O (-4.2462, -1.9558, -2.6518)
C (-2.9838, -1.2429, -2.4598)
I (-3.1515, 0.8550, -2.2602)
H (1.5486, -2.9834, -2.8296)
H (2.0430, -1.7852, -1.6005)
H (1.1814, -3.2031, -1.1229)
H (0.5480, -1.0875, -3.7637)
H (-0.6605, -2.5388, -0.2966)
H (-0.8221, -0.8154, -0.3234)
H (-2.9319, -1.4868, -0.4387)
H (-2.4725, -1.3546, -3.3950)
C (3.7046, -8.9500, -0.5656)
C (3.1778, -7.5188, -0.2939)
C (2.7197, -7.4005, 1.1600)
C (1.3934, -8.1055, 1.4421)
C (0.3193, -7.6464, 0.4554)
C (0.7438, -7.7950, -1.0048)
N (2.0788, -7.1691, -1.2395)
O (1.9735, -5.8890, -1.2911)
C (0.7576, -9.2855, -1.3907)
C (-0.3027, -7.1582, -1.9118)
C (4.3524, -6.5811, -0.5230)
H (3.5415, -9.2411, -1.6026)
H (4.7782, -9.0052, -0.3907)
H (3.2516, -9.7019, 0.0793)
H (2.6087, -6.3425, 1.4183)
H (3.5016, -7.7971, 1.8112)
H (1.5153, -9.1914, 1.4040)
H (1.0720, -7.8763, 2.4597)
H (-0.6015, -8.2097, 0.6164)
H (0.0798, -6.5980, 0.6589)
H (1.1576, -9.4208, -2.3961)
H (-0.2595, -9.6760, -1.3833)
H (1.3275, -9.9129, -0.7103)
H (-0.4803, -6.1116, -1.6720)
H (-1.2497, -7.6834, -1.7981)
H (-0.0040, -7.2232, -2.9588)
H (4.6930, -6.6229, -1.5591)
H (5.1876, -6.8598, 0.1196)
H (4.0934, -5.5558, -0.2854)
C (-2.6827, 4.1401, 2.0575)
C (-2.1426, 2.6956, 2.1869)
C (-1.7578, 2.4039, 3.6377)
C (-0.4636, 3.0899, 4.0757)
C (0.6726, 2.7797, 3.1008)
C (0.3186, 3.1026, 1.6499)
N (-0.9820, 2.4812, 1.2690)
O (-0.8154, 1.2228, 1.0532)
C (0.2810, 4.6296, 1.4530)
C (1.4268, 2.6103, 0.7273)
C (-3.2934, 1.7889, 1.7835)
H (-2.4719, 4.5566, 1.0745)
H (-3.7624, 4.1683, 2.1735)
H (-2.2806, 4.8168, 2.8116)
H (-1.6386, 1.3235, 3.7704)
H (-2.5796, 2.7064, 4.2896)
H (-0.6105, 4.1695, 4.1645)
H (-0.1897, 2.7418, 5.0735)
H (1.5679, 3.3379, 3.3817)
H (0.9302, 1.7191, 3.1844)
H (-0.0726, 4.8817, 0.4526)
H (1.2851, 5.0392, 1.5637)
H (-0.3411, 5.1519, 2.1745)
H (1.6215, 1.5459, 0.8443)
H (2.3509, 3.1398, 0.9569)
H (1.1778, 2.8008, -0.3177)
H (-3.5729, 1.9636, 0.7447)
H (-4.1628, 1.9852, 2.4093)
H (-3.0458, 0.7346, 1.9010)
C (6.3927, 0.8168, -0.5500)
C (5.4856, -0.1741, 0.2209)
C (6.2644, -0.8111, 1.3730)
C (7.2855, -1.8558, 0.9195)
C (6.6298, -2.9003, 0.0164)
C (5.8827, -2.2807, -1.1631)
N (4.9446, -1.2149, -0.7027)
O (3.8937, -1.7521, -0.1904)
C (6.8963, -1.7252, -2.1810)
C (5.1157, -3.3603, -1.9117)
C (4.3491, 0.6666, 0.7898)
H (6.1107, 0.8754, -1.6006)
H (6.2969, 1.8228, -0.1443)
H (7.4504, 0.5635, -0.4901)
H (5.5611, -1.2901, 2.0614)
H (6.7648, -0.0240, 1.9407)
H (8.1253, -1.3780, 0.4079)
H (7.7105, -2.3493, 1.7955)
H (7.3834, -3.5932, -0.3628)
H (5.9337, -3.4975, 0.6144)
H (6.3858, -1.1862, -2.9798)
H (7.4481, -2.5475, -2.6357)
H (7.6419, -1.0643, -1.7470)
H (4.4275, -3.8951, -1.2701)
H (5.8061, -4.0922, -2.3301)
H (4.5458, -2.9306, -2.7375)
H (3.7617, 1.1238, -0.0083)
H (4.7656, 1.4629, 1.4051)
H (3.6788, 0.0854, 1.4201)
C (-5.0886, 9.3244, -0.5896)
C (-4.8374, 7.7961, -0.5949)
C (-5.5399, 7.1521, -1.7907)
C (-7.0570, 7.0582, -1.6328)
C (-7.4238, 6.3826, -0.3126)
C (-6.7641, 7.0415, 0.8977)
N (-5.2925, 7.1867, 0.6912)
O (-4.7166, 6.0499, 0.8612)
C (-7.4232, 8.4066, 1.1681)
C (-7.0390, 6.2137, 2.1465)
C (-3.3313, 7.6271, -0.7519)
H (-5.0900, 9.7215, 0.4248)
H (-4.2995, 9.8466, -1.1283)
H (-6.0241, 9.6052, -1.0717)
H (-5.1441, 6.1425, -1.9398)
H (-5.2940, 7.7164, -2.6925)
H (-7.5143, 8.0492, -1.6980)
H (-7.4713, 6.4825, -2.4621)
H (-8.5068, 6.3925, -0.1770)
H (-7.1277, 5.3301, -0.3601)
H (-6.8988, 8.9390, 1.9624)
H (-8.4534, 8.2600, 1.4913)
H (-7.4691, 9.0544, 0.2971)
H (-6.7041, 5.1834, 2.0424)
H (-8.1109, 6.1916, 2.3377)
H (-6.5484, 6.6483, 3.0187)
H (-2.7974, 8.0621, 0.0947)
H (-3.0058, 8.1362, -1.6578)
H (-3.0387, 6.5826, -0.8434)

The spin multiplicity is 5. The calculation puts the HOMO-LUMO gap (alpha / beta) at 8.82 / 9.36 eV. As for the net charge: 0.



no.,electronic energy (Ha)
1,-1164.139174
2,-1310.314463
3,-2096.345557
4,-3181.515658